No. 1
Formula: C4H11N2O
Source: OMol25
Level of theory: wB97M-V/def2-TZVPD

Element x y z (Å)
N -2.62889 0.80541 0.23785
C -1.72132 0.11461 -0.77590
C -0.15945 0.35312 -0.79306
C 0.76350 -0.12988 0.33635
N 0.62131 -1.56133 0.41668
C 2.30222 0.38592 0.36515
O 3.14630 -0.58696 0.09216
H -1.90726 0.93905 1.03033
H -3.21585 0.06096 0.78626
H -1.90188 -0.94595 -0.70176
H -2.06946 0.40178 -1.76055
H 0.17316 -0.15354 -1.73107
H 0.03614 1.55690 -1.01440
H 0.31785 0.36621 1.17067
H -0.09334 -1.70068 1.12241
H 1.60984 -2.00824 0.27900
H 2.32943 0.98892 1.40938
H 2.39769 1.11371 -0.46951

Energy relative to the best compared isomer or geometry (same formula, charge and spin), eV: 2.4672
Highest occupied orbital energy, eV: -2.619
E_tot, Eh: -343.68051
Charge: -1
SMILES: NCC[C@@H](N)C[O-]
HOMO-LUMO gap, eV: 6.4

natural (NBO) atomic charge list, values in e, 5 entries: -0.846 -0.230 -0.391 -0.108 -0.945

---

No. 2
Formula: C4H11N2O
Source: OMol25
Level of theory: wB97M-V/def2-TZVPD

Element x y z (Å)
O 1.07390 0.83538 -1.58380
C 2.02185 0.89456 -0.84529
C 1.84943 0.95247 0.65421
N 1.85553 -0.45555 1.12920
H 3.06347 0.85235 -1.19719
H 2.70343 1.43156 1.13232
H 0.93126 1.48697 0.91631
H 1.67310 -0.46009 2.12378
H 1.07562 -0.94451 0.70579
C -1.87634 -0.76588 0.76805
C -2.01018 -0.28973 -1.65801
N -1.36461 -0.21831 -0.47850
H -1.68829 -0.11111 1.61506
H -1.42769 -1.75614 0.91732
H -2.94122 -0.95560 0.62724
H -3.03824 -0.60242 -1.76733
H -1.46264 -0.09887 -2.57030
H -0.43839 0.20495 -0.48888

Energy relative to the best compared isomer or geometry (same formula, charge and spin), eV: 1.1885
Highest occupied orbital energy (spin up / spin down), eV: -5.371 / -9.848
Multiplicity: 2
<S²>: 0.75
E_tot, Eh: -343.65502
Charge: 0
HOMO-LUMO gap (spin up / spin down), eV: 5.9 / 10.4

natural (NBO) atomic charge list, values in e, 5 entries: -0.517 0.451 -0.336 -0.816 0.122

---

Result set for maximum force: 3.9 1.7 eV/A, one per record in the order listed.